Molecular formula: C60H150N10O20
Method: DFT, ωB97M-V/def2-TZVPD

Calculated values
Calculated total energy in eV: -120483.817
Molecular weight in g mol⁻¹: 1331.91
Orbital gap in hartree: 0.319
Energy relative to the best compared isomer or geometry (same formula, charge and spin) in kcal/mol: 163.81
Lowest unoccupied orbital energy in eV: 0.2

Last column: Löwdin charge in e.
Positions of all 240 atoms, in Å:
C  5.227  -1.766  -6.030  -0.107
O  6.647  -1.853  -6.020  -0.182
C  7.286  -0.831  -6.744  -0.234
C  8.826  -0.738  -6.622  -0.203
N  9.230  -0.385  -5.269  -0.062
C  10.708  -0.465  -5.061  -0.174
C  11.149  -1.943  -4.836  -0.248
O  10.587  -2.470  -3.699  -0.187
C  11.148  -2.035  -2.458  -0.092
H  4.818  -2.526  -5.364  0.085
H  4.855  -2.039  -7.018  0.082
H  4.793  -0.811  -5.736  0.086
H  6.957  0.170  -6.463  0.114
H  6.944  -0.938  -7.773  0.116
H  9.151  0.124  -7.204  0.120
H  9.314  -1.675  -6.891  0.106
H  8.857  -1.079  -4.636  0.093
H  10.999  0.148  -4.208  0.097
H  11.330  -0.038  -5.848  0.112
H  12.228  -2.040  -4.718  0.114
H  10.898  -2.587  -5.679  0.116
H  10.727  -2.509  -1.572  0.087
H  10.940  -0.980  -2.284  0.075
H  12.235  -2.083  -2.395  0.086
C  -8.293  -4.249  7.037  -0.093
O  -7.863  -4.200  5.656  -0.196
C  -8.753  -4.943  4.863  -0.226
C  -8.393  -4.981  3.308  -0.172
N  -9.026  -3.897  2.519  -0.060
C  -8.578  -3.901  1.142  -0.224
C  -8.726  -2.544  0.443  -0.231
O  -7.926  -1.544  1.062  -0.197
C  -8.057  -0.226  0.495  -0.092
H  -7.535  -3.885  7.730  0.086
H  -8.516  -5.280  7.314  0.079
H  -9.217  -3.686  7.174  0.081
H  -9.788  -4.634  5.012  0.116
H  -8.676  -5.974  5.207  0.106
H  -8.797  -5.943  2.992  0.106
H  -7.315  -5.059  3.160  0.110
H  -8.761  -3.067  3.030  0.098
H  -9.218  -4.618  0.628  0.119
H  -7.529  -4.174  1.027  0.112
H  -9.786  -2.292  0.411  0.117
H  -8.457  -2.666  -0.607  0.115
H  -7.796  -0.166  -0.562  0.087
H  -7.354  0.343  1.104  0.082
H  -8.993  0.252  0.785  0.081
C  6.490  7.151  -2.221  -0.106
O  7.663  7.057  -3.037  -0.193
C  7.398  6.711  -4.407  -0.208
C  8.744  6.761  -5.189  -0.198
N  8.685  6.079  -6.530  -0.072
C  7.740  6.704  -7.518  -0.176
C  8.031  8.240  -7.611  -0.211
O  7.151  8.827  -8.577  -0.199
C  7.527  10.181  -8.865  -0.109
H  6.764  7.538  -1.239  0.084
H  5.955  6.212  -2.077  0.081
H  5.782  7.861  -2.647  0.078
H  6.805  7.536  -4.803  0.111
H  6.987  5.729  -4.636  0.123
H  9.454  6.106  -4.684  0.110
H  9.220  7.741  -5.201  0.109
H  8.549  5.100  -6.323  0.092
H  6.703  6.571  -7.210  0.097
H  7.683  6.149  -8.455  0.112
H  9.077  8.291  -7.914  0.121
H  7.834  8.812  -6.705  0.111
H  6.950  10.604  -9.687  0.083
H  8.561  10.224  -9.204  0.082
H  7.374  10.831  -8.003  0.082
C  -3.357  -4.700  -3.847  -0.156
O  -3.959  -4.072  -4.898  -0.191
C  -3.135  -3.227  -5.661  -0.184
C  -3.902  -1.851  -5.811  -0.176
N  -3.115  -1.108  -6.778  -0.113
C  -3.531  0.219  -6.983  -0.229
C  -2.844  0.812  -8.234  -0.216
O  -3.586  0.529  -9.392  -0.208
C  -3.113  1.043  -10.607  -0.113
H  -4.110  -5.134  -3.189  0.088
H  -2.786  -4.044  -3.189  0.084
H  -2.696  -5.504  -4.171  0.087
H  -2.958  -3.742  -6.605  0.124
H  -2.245  -2.920  -5.110  0.117
H  -3.892  -1.287  -4.878  0.118
H  -4.941  -1.845  -6.142  0.115
H  -3.148  -1.552  -7.685  0.113
H  -3.177  0.786  -6.122  0.120
H  -4.613  0.282  -7.095  0.121
H  -1.801  0.512  -8.341  0.122
H  -2.842  1.901  -8.193  0.115
H  -3.104  2.133  -10.606  0.083
H  -3.757  0.760  -11.440  0.089
H  -2.099  0.660  -10.719  0.087
C  8.307  -8.437  2.753  -0.087
O  7.781  -7.500  1.806  -0.204
C  8.176  -7.691  0.481  -0.235
C  7.368  -6.702  -0.427  -0.183
N  5.973  -7.126  -0.594  -0.071
C  5.756  -8.138  -1.663  -0.175
C  4.251  -8.123  -2.130  -0.167
O  4.134  -8.827  -3.417  -0.199
C  2.835  -8.779  -3.859  -0.168
H  8.060  -8.224  3.793  0.089
H  9.382  -8.571  2.630  0.083
H  7.868  -9.398  2.488  0.081
H  8.016  -8.736  0.216  0.111
H  9.254  -7.561  0.382  0.115
H  7.895  -6.565  -1.372  0.110
H  7.345  -5.700  0.002  0.110
H  5.839  -7.641  0.264  0.088
H  6.136  -9.108  -1.342  0.109
H  6.364  -7.834  -2.516  0.111
H  3.804  -7.146  -2.313  0.110
H  3.634  -8.527  -1.328  0.111
H  2.088  -9.098  -3.131  0.087
H  2.761  -9.456  -4.709  0.088
H  2.669  -7.765  -4.224  0.087
C  -10.344  -0.586  4.845  -0.107
O  -11.390  -1.543  4.675  -0.216
C  -12.733  -0.971  4.697  -0.214
C  -13.807  -2.044  4.697  -0.187
N  -13.737  -2.667  3.362  -0.086
C  -14.497  -3.883  3.275  -0.220
C  -14.490  -4.404  1.809  -0.232
O  -15.308  -5.521  1.888  -0.197
C  -15.324  -6.376  0.745  -0.093
H  -9.472  -1.116  5.229  0.079
H  -10.536  0.191  5.585  0.083
H  -10.044  -0.147  3.894  0.079
H  -12.687  -0.281  3.855  0.120
H  -12.878  -0.346  5.578  0.111
H  -14.801  -1.652  4.913  0.125
H  -13.391  -2.738  5.427  0.117
H  -12.774  -2.837  3.107  0.103
H  -15.501  -3.724  3.670  0.120
H  -14.048  -4.594  3.967  0.115
H  -13.448  -4.633  1.589  0.119
H  -14.814  -3.594  1.155  0.122
H  -14.371  -6.882  0.591  0.084
H  -15.663  -5.819  -0.128  0.085
H  -16.058  -7.154  0.953  0.084
C  1.298  6.293  -3.679  -0.071
O  1.813  7.368  -4.537  -0.188
C  1.454  8.655  -4.049  -0.234
C  -0.033  9.000  -3.779  -0.229
N  -0.358  10.377  -3.685  -0.082
C  0.333  11.091  -2.639  -0.220
C  0.037  10.677  -1.214  -0.196
O  0.808  9.516  -0.737  -0.213
C  0.665  9.331  0.682  -0.104
H  0.209  6.341  -3.672  0.076
H  1.733  6.453  -2.693  0.085
H  1.579  5.287  -3.991  0.080
H  1.823  9.325  -4.825  0.120
H  2.047  9.009  -3.206  0.103
H  -0.371  8.579  -2.833  0.112
H  -0.550  8.602  -4.653  0.125
H  -0.251  10.912  -4.535  0.112
H  -0.066  12.105  -2.640  0.122
H  1.404  11.088  -2.844  0.116
H  -1.022  10.705  -0.956  0.125
H  0.393  11.505  -0.600  0.109
H  -0.385  9.192  0.938  0.080
H  1.091  10.146  1.267  0.086
H  1.061  8.336  0.885  0.085
C  -0.685  -3.806  7.152  -0.118
O  -0.195  -4.340  8.371  -0.186
C  0.924  -3.617  8.919  -0.189
C  2.139  -3.808  8.015  -0.195
N  2.402  -5.277  7.918  -0.038
C  3.098  -5.684  6.706  -0.215
C  2.404  -5.526  5.353  -0.230
O  1.192  -6.268  5.393  -0.188
C  0.183  -5.769  4.462  -0.084
H  -1.288  -4.560  6.644  0.083
H  0.054  -3.542  6.396  0.061
H  -1.330  -2.928  7.182  0.088
H  1.138  -3.979  9.925  0.125
H  0.600  -2.577  8.883  0.118
H  2.946  -3.179  8.390  0.117
H  1.846  -3.430  7.036  0.080
H  1.509  -5.748  7.881  0.093
H  3.217  -6.745  6.924  0.113
H  4.141  -5.382  6.617  0.115
H  3.028  -5.863  4.525  0.119
H  2.223  -4.476  5.125  0.101
H  0.194  -4.679  4.462  0.069
H  -0.800  -6.102  4.797  0.081
H  0.323  -6.160  3.454  0.082
C  -0.837  3.012  1.754  -0.134
O  -0.515  1.828  2.471  -0.208
C  -1.088  0.591  1.930  -0.154
C  -0.261  0.237  0.629  -0.210
N  1.118  -0.065  0.973  -0.057
C  1.866  -0.506  -0.168  -0.244
C  3.371  -0.653  0.051  -0.209
O  3.801  0.675  0.431  -0.202
C  5.224  0.686  0.617  -0.100
H  0.057  3.507  1.376  0.078
H  -1.025  3.829  2.450  0.072
H  -1.665  2.991  1.046  0.091
H  -2.169  0.592  1.795  0.111
H  -0.822  -0.149  2.685  0.112
H  -0.299  1.048  -0.098  0.106
H  -0.795  -0.612  0.202  0.114
H  1.564  0.775  1.315  0.105
H  1.772  0.219  -0.977  0.116
H  1.532  -1.478  -0.531  0.120
H  3.775  -0.997  -0.901  0.118
H  3.600  -1.401  0.809  0.121
H  5.633  -0.188  1.124  0.081
H  5.430  1.598  1.177  0.088
H  5.656  0.672  -0.384  0.084
C  3.181  2.332  6.637  -0.122
O  2.340  2.919  7.631  -0.185
C  1.323  3.666  6.956  -0.222
C  0.158  3.628  7.961  -0.198
N  -0.808  4.728  7.658  -0.049
C  -1.876  4.685  8.675  -0.222
C  -3.043  5.642  8.353  -0.240
O  -3.736  5.063  7.267  -0.184
C  -4.553  6.055  6.662  -0.111
H  2.697  1.679  5.911  0.083
H  4.137  1.952  6.997  0.087
H  3.469  3.107  5.927  0.073
H  0.940  3.267  6.016  0.117
H  1.708  4.672  6.789  0.124
H  0.613  3.729  8.946  0.119
H  -0.366  2.673  7.923  0.117
H  -1.233  4.430  6.792  0.099
H  -1.515  4.969  9.664  0.115
H  -2.290  3.686  8.815  0.112
H  -2.552  6.586  8.116  0.117
H  -3.673  5.789  9.231  0.120
H  -4.021  6.990  6.484  0.080
H  -5.280  6.354  7.418  0.083
H  -5.016  5.730  5.730  0.088